This record from the Open Molecules 2025 dataset describes a cluster of 5 separate species, C21H53IN3O7 in total. The level of theory is wB97M-V/def2-TZVPD.

Charge ... -1
LUMO ... 2.743 eV
Energy relative to the best compared isomer or geometry (same formula, charge and spin) ... 0.0000 eV
F_max ... 1.79 eV/Å
DFT total energy ... -1820.4859 a.u.

```
85
Properties=species:S:1:pos:R:3:forces:R:3:mulliken_charge:R:1
I -0.726 0.599 -2.617 -0.013 0.189 0.014 -0.65
O -3.245 -2.791 2.111 -0.007 -0.610 -0.681 -0.04
O 3.631 2.320 1.674 -0.159 0.114 0.180 -0.40
O -0.867 2.737 0.290 -0.128 -0.156 0.837 -0.37
O 1.668 -3.366 -0.195 0.218 0.111 -0.350 -0.23
O -2.503 -4.691 -1.291 -0.285 -0.707 0.262 -0.19
O -0.414 -2.912 2.792 0.518 -0.665 0.485 -0.04
O 2.922 5.418 -1.598 -0.268 0.067 0.058 -0.23
N -0.398 -3.087 -2.081 0.389 0.646 -0.586 0.42
N 2.610 2.305 -1.818 -0.774 0.029 -0.657 -0.08
N -1.302 -1.137 0.711 -0.491 1.365 0.835 0.42
C -0.852 3.988 -0.361 0.187 -0.257 -1.316 1.47
C 2.744 -3.305 0.708 -1.042 0.160 0.508 -0.64
C 2.266 4.784 -2.677 0.356 -0.231 -0.693 -0.26
C 1.013 -3.072 -2.509 -1.107 -1.291 0.211 -0.98
C -2.731 -0.799 0.848 0.212 -1.274 -0.477 -0.53
C 3.027 1.752 0.526 1.295 -0.240 -0.704 -0.13
C -1.268 -3.723 -3.045 -0.246 0.771 -0.705 -0.79
C -0.185 5.049 0.492 -0.085 0.468 -0.463 -1.25
C 2.949 2.821 -0.527 -0.743 0.877 0.765 -0.01
C -2.248 4.404 -0.812 -0.613 -0.417 0.486 -1.70
C 2.784 6.815 -1.655 -0.354 0.457 -0.015 -0.93
C -3.461 -1.432 2.012 -0.149 1.398 0.182 -0.86
C -4.126 -3.361 3.017 -0.106 0.404 0.747 -0.93
C -2.646 -3.938 -2.475 0.257 -0.727 0.489 -0.53
C 3.588 1.445 2.758 -0.608 -0.444 0.483 -0.67
C -0.418 -1.567 3.099 -1.068 1.439 0.080 -1.00
C 2.604 3.309 -2.869 1.051 -0.794 -0.788 -1.11
C -3.619 -5.500 -1.013 -0.252 0.786 0.107 -0.86
C 1.893 -2.613 -1.365 0.323 0.580 -0.585 -0.16
C -0.479 -0.691 1.850 0.981 -0.402 -1.067 0.17
C -0.225 -3.696 3.953 -0.282 -0.617 -0.861 -0.94
H 1.722 1.795 -1.856 0.200 0.163 0.388 0.00
H 2.691 5.222 -3.595 -0.503 0.162 -0.121 0.47
H 2.212 3.547 -0.145 0.042 -0.044 -0.121 -0.35
H -1.084 -3.657 4.641 0.204 0.456 0.090 0.27
H -3.393 -6.040 -0.096 0.013 -0.288 -0.176 0.22
H 0.539 -0.753 1.442 0.000 0.227 -0.009 -0.11
H -0.651 0.371 2.087 -0.059 -0.147 0.422 0.16
H -3.173 -1.274 -0.035 -0.161 0.503 -0.168 0.25
H -0.264 3.814 -1.276 0.019 0.401 0.028 -0.15
H 2.599 7.187 -0.644 0.317 0.037 -0.003 0.29
H 3.866 3.407 -0.601 0.261 -0.349 0.095 0.45
H -0.201 -4.737 3.610 0.225 0.147 0.028 0.24
H 3.689 -3.472 0.185 0.184 -0.192 0.287 0.37
H -2.681 3.636 -1.457 0.131 0.070 -0.089 0.34
H 3.592 3.259 -3.359 0.112 0.326 0.344 0.40
H 1.164 -2.495 -3.435 0.240 0.261 0.267 0.29
H -3.875 -6.153 -1.863 0.205 -0.186 0.231 0.36
H 1.711 -1.533 -1.222 -0.009 -0.182 0.299 0.02
H -0.621 6.018 0.225 -0.147 -0.005 0.255 0.39
H -4.529 -4.901 -0.808 0.223 0.006 -0.061 0.30
H -0.899 -4.679 -3.425 0.289 -0.054 0.331 0.44
H -1.270 -1.312 3.754 0.012 -0.255 0.095 0.25
H -4.190 -4.435 2.882 0.197 -0.123 -0.063 0.20
H -2.280 5.367 -1.323 0.214 -0.012 -0.084 0.43
H 2.482 -4.039 1.475 0.547 -0.301 -0.191 0.22
H 1.967 2.944 -3.683 -0.284 0.097 0.242 0.38
H 3.856 0.409 2.492 0.225 0.190 -0.108 0.27
H 3.718 0.971 0.164 -0.400 -0.234 0.018 0.39
H -1.401 -3.070 -3.932 0.045 -0.231 -0.103 0.31
H -0.348 4.857 1.550 0.144 0.012 0.060 0.26
H 2.779 -2.364 1.284 0.113 0.194 -0.487 0.08
H 2.569 1.381 3.175 0.044 0.055 -0.045 0.23
H 2.950 -2.711 -1.679 -0.130 0.009 0.063 0.53
H -1.013 -0.490 -0.040 0.102 -0.847 -0.009 -0.31
H -3.221 -0.896 2.949 0.132 -0.256 0.084 0.31
H -3.154 -3.006 -2.218 -0.135 0.164 -0.347 0.23
H 3.656 7.306 -2.107 0.120 -0.152 0.204 0.30
H -0.967 2.037 -0.378 0.054 0.125 -0.142 -0.03
H -2.951 0.278 0.870 0.066 0.015 -0.064 0.29
H 0.726 -3.452 4.442 -0.164 0.033 0.206 0.33
H -3.775 -3.112 4.031 -0.205 -0.299 0.164 0.30
H 2.036 1.335 0.703 -0.130 -0.090 0.292 0.00
H -3.208 -4.559 -3.185 -0.294 0.441 -0.193 0.48
H -4.534 -1.220 1.851 0.021 -0.081 -0.034 0.57
H 0.867 5.175 0.236 0.150 -0.380 0.411 0.15
H 4.241 1.797 3.555 0.134 0.097 -0.139 0.29
H 0.477 -1.239 3.650 0.157 -0.228 0.064 0.52
H 1.213 -4.124 -2.770 0.373 0.192 0.153 0.47
H 1.925 7.155 -2.252 -0.032 -0.357 0.036 0.38
H 1.183 4.948 -2.664 0.006 0.150 0.278 0.30
H -0.695 -2.105 -2.115 0.085 -0.176 0.618 -0.45
H -5.129 -2.922 2.917 -0.088 -0.168 -0.058 0.39
H -2.913 4.472 0.061 0.125 0.073 -0.016 0.35
```
Forces are in eV/Å.